Here is a cluster of 3 separate species, C3H13N2O2S in total at a distorted geometry from the Open Molecules 2025 dataset. Energies are from ωB97M-V/def2-TZVPD.

```
! RIJCOSX wB97M-V def2-TZVPD def2/J DEFGRID3
* xyz -1 1
C -1.05087 0.41331 -0.57352
C 0.21965 1.13537 -0.82795
S -0.12333 2.23854 -2.34584
N -1.09943 -0.33579 0.80429
C -1.26991 -1.71889 0.57217
N -0.21809 -2.10200 -0.36155
H -1.19829 -0.37703 -1.38986
H -2.06362 0.99024 -0.58323
H 0.55375 1.85487 -0.13012
H 1.02709 0.65864 -1.41217
H -1.89225 0.13284 1.30589
H -1.19063 -2.29082 1.53281
H -2.28711 -2.09223 0.12557
H 0.71718 -1.67946 -0.10622
H -0.53231 -2.12526 -1.33149
H 0.89056 2.07729 1.09178
H 0.40924 0.74381 1.51260
O 0.94760 1.48998 1.87847
H 2.31669 0.03396 -0.54044
H 2.78076 0.79562 0.72437
O 3.06333 0.15701 0.05443
*
```

E_tot: -780.2397 Eh
E_LUMO: 0.1289 Ha
Energy above the lowest of the compared OMol25 structures with the same formula, charge and spin: 286.12 kJ/mol
M: 141.22 g mol⁻¹

Here is a structure of composition C13H22N4O3S2Se2W from the Open Molecules 2025 dataset. Energies are from ωB97M-V/def2-TZVPD.

```
! RIJCOSX wB97M-V def2-TZVPD def2/J DEFGRID3
* xyz 2 3
W 0.31727 -0.52639 0.09673
C 0.37680 3.44117 2.14195
C 0.27876 2.31361 1.17877
N 0.03992 1.08445 1.52563
N -0.17488 0.83180 2.84201
C -0.55052 -0.38737 3.10089
N -0.76595 -0.76184 4.35537
S -0.86786 -1.60209 1.84729
C 0.48667 2.49604 -0.26232
C 0.75675 3.71995 -0.85006
C 0.96985 3.78251 -2.21833
C 0.92677 2.61132 -2.96589
C 0.66140 1.42359 -2.31514
N 0.42842 1.36424 -0.99851
H 0.46334 3.06217 3.15394
H -0.51813 4.06711 2.08794
H 1.23718 4.06855 1.90864
H -0.63900 -0.09739 5.10299
H -1.03371 -1.70477 4.57857
H 0.79584 4.61361 -0.24420
H 1.18110 4.72985 -2.69559
H 1.10924 2.61430 -4.03070
H 0.65362 0.48124 -2.84762
C 1.11231 -2.88640 -2.67596
Se 0.37923 -3.04427 -0.88200
C -1.51728 -3.29084 -1.31044
C -2.15999 -2.12103 -2.03021
Se -2.19929 -0.50603 -0.90803
C -2.48580 0.78403 -2.33536
H 0.99536 -3.84735 -3.17018
H 2.16722 -2.66009 -2.54704
H 0.62022 -2.09813 -3.23814
H -1.99681 -3.50750 -0.35569
H -1.57485 -4.19056 -1.92264
H -3.19866 -2.35075 -2.26681
H -1.64053 -1.86255 -2.95106
H -3.51857 0.68138 -2.65773
H -1.80698 0.60596 -3.16386
H -2.33140 1.77434 -1.91412
C 4.29233 0.12376 0.68995
S 3.06120 -1.04825 0.27807
O 2.23473 -0.49352 -0.86688
O 3.63023 -2.31799 0.00321
O 2.00980 -1.01590 1.35840
H 4.97752 0.19342 -0.15312
H 4.81301 -0.25821 1.56701
H 3.81098 1.07568 0.90041
*
```

E_tot: -6619.1726 Eh
E_LUMO (alpha / beta): -0.2518 / -0.2818 Ha
Energy above the lowest of the compared OMol25 structures with the same formula, charge and spin: 0.00 kJ/mol
M: 688.24 g mol⁻¹

Here is the ion C6H6N2O5S with charge -2 at a distorted geometry from the Open Molecules 2025 dataset. Energies are from ωB97M-V/def2-TZVPD.

```
! RIJCOSX wB97M-V def2-TZVPD def2/J DEFGRID3
* xyz -2 1
C 0.30253 0.21961 -0.29922
C -0.66197 -0.95599 -0.18304
C -0.31037 -2.02426 0.53594
C 1.49590 -0.74455 2.56570
C 1.29341 0.74172 0.46905
C -1.93798 -0.78112 -0.83677
N 1.35497 0.39174 1.97149
N 1.34986 1.70426 2.63339
O 1.85233 -1.10290 3.66751
O -1.66125 -3.97105 -0.65691
O 2.04917 1.67463 0.22754
O -2.56257 -2.77999 1.22757
O -0.70670 -4.47877 1.51734
S -1.37296 -3.46213 0.69392
H 0.24287 0.76305 -1.26029
H -2.49249 0.02324 -0.34335
H -2.57978 -1.69524 -0.82006
H -1.67123 -0.32344 -1.86877
H 0.45438 1.84632 2.95231
H 1.46169 2.35023 1.80360
*
```

E_tot: -1115.9632 Eh
E_LUMO (alpha / beta): 0.2256 / 0.2258 Ha
Energy above the lowest of the compared OMol25 structures with the same formula, charge and spin: 554.24 kJ/mol
M: 218.19 g mol⁻¹

Here is the molecule CHF2N from the Open Molecules 2025 dataset. Energies are from ωB97M-V/def2-TZVPD.

```
! RIJCOSX wB97M-V def2-TZVPD def2/J DEFGRID3
* xyz 0 1
N 0.79315 0.55183 0.00003
C -0.31958 0.03850 -0.00004
F -1.42807 0.72913 0.00001
F -0.64295 -1.26002 0.00001
H 1.59744 -0.05944 0.00000
*
```

E_tot: -293.1849 Eh
E_LUMO: 0.0322 Ha
Energy above the lowest of the compared OMol25 structures with the same formula, charge and spin: 0.00 kJ/mol
M: 65.02 g mol⁻¹

Here is a cluster of 8 separate species, C9H34N10O8 in total at a distorted geometry from the Open Molecules 2025 dataset. Energies are from ωB97M-V/def2-TZVPD.

```
! RIJCOSX wB97M-V def2-TZVPD def2/J DEFGRID3
* xyz 0 1
N -25.43832 -12.40155 -14.74130
C -24.15840 -12.23435 -14.57452
N -23.66909 -12.92229 -13.67582
O -23.48506 -11.37587 -15.10368
H -25.82666 -12.05170 -15.60553
H -26.18466 -12.77917 -14.17519
H -24.37520 -13.42459 -13.15698
H -22.68712 -12.80945 -13.46820
N -32.79128 -10.59414 -12.42223
C -32.00413 -9.55871 -12.34733
N -31.94350 -9.12078 -11.13944
O -31.52045 -8.94941 -13.29336
H -32.91464 -10.93689 -13.36424
H -32.89888 -11.25129 -11.66283
H -31.47218 -8.23345 -11.03658
H -32.30943 -9.56661 -10.31032
N -28.50980 -4.40645 -14.82579
C -28.76103 -3.81799 -15.94450
N -30.04782 -4.04636 -16.23066
O -27.96590 -3.03991 -16.48381
H -29.05479 -5.22356 -14.59039
H -27.62670 -4.23916 -14.36509
H -30.42015 -3.75347 -17.12267
H -30.58854 -4.59844 -15.58034
N -22.48084 0.50392 -7.68621
C -22.98012 1.56621 -7.14947
N -23.71102 2.15905 -8.04445
O -22.96764 1.81948 -5.97114
H -22.90547 0.28269 -8.57552
H -21.85090 -0.12481 -7.20877
H -24.28383 2.93539 -7.74562
H -23.97830 1.55431 -8.80795
N -29.24504 -15.03193 -7.06455
C -28.54945 -14.83398 -8.14597
N -28.62807 -13.61644 -8.54803
O -27.86766 -15.70006 -8.66287
H -29.20071 -15.93927 -6.62309
H -29.79951 -14.21539 -6.85022
H -29.33298 -13.02636 -8.12966
H -27.93126 -13.30685 -9.21037
C -31.76839 -1.78734 -8.65371
C -30.59542 -2.00656 -9.51758
O -30.23284 -3.39727 -9.52023
H -32.24164 -0.83648 -8.89863
H -31.48807 -1.74693 -7.60115
H -32.50878 -2.57750 -8.77857
H -29.70163 -1.42014 -9.30465
H -30.86039 -1.81271 -10.55696
H -29.37925 -3.50052 -9.94721
C -20.50732 -9.91156 -7.40360
O -20.99508 -11.06235 -7.98688
H -19.41834 -9.95389 -7.38310
H -20.66499 -8.97077 -7.93101
H -20.74714 -9.73206 -6.35555
H -20.37436 -11.42736 -8.62176
C -25.45534 -7.61443 -10.37722
O -25.36084 -6.24920 -10.46368
H -25.55425 -7.96679 -11.40394
H -24.54901 -8.07403 -9.98297
H -26.25390 -7.91675 -9.69972
H -24.60825 -5.93789 -9.95547
*
```

E_tot: -1512.7697 Eh
E_LUMO: -0.0096 Ha
Energy above the lowest of the compared OMol25 structures with the same formula, charge and spin: 50.60 kJ/mol
M: 410.43 g mol⁻¹

Here is a cluster of 3 separate species, C33H30BFNO5PS in total at a distorted geometry from the Open Molecules 2025 dataset. Energies are from ωB97M-V/def2-TZVPD.

```
! RIJCOSX wB97M-V def2-TZVPD def2/J DEFGRID3
* xyz 0 1
O -2.95135 -6.75379 -0.73900
C -1.99286 -6.00622 -0.77879
C -0.88499 -6.14573 0.19900
C -0.93828 -7.15664 1.15500
C 0.10940 -7.31993 2.04900
C 1.21503 -6.47608 1.99186
C 1.26475 -5.45717 1.05216
C 0.21277 -5.28492 0.15683
C 0.26908 -4.18039 -0.83232
O 1.20046 -3.39751 -0.83295
C -0.82772 -4.05353 -1.82227
C -0.77200 -3.04442 -2.77949
C -1.77563 -2.93507 -3.72993
C -2.83857 -3.83363 -3.72931
C -2.90568 -4.83301 -2.76898
C -1.90354 -4.94336 -1.80912
H -1.79421 -7.81727 1.19817
H 0.06809 -8.10940 2.78907
H 2.03762 -6.61266 2.68275
H 2.12303 -4.79925 1.01315
H 0.05442 -2.34613 -2.78660
H -1.72811 -2.15089 -4.47498
H -3.61688 -3.75258 -4.47793
H -3.73542 -5.52772 -2.76960
O 1.78628 2.06871 1.09676
C 1.80530 2.41347 2.26300
C 2.66872 1.70988 3.24382
C 3.47713 0.66011 2.81543
C 4.31632 0.02088 3.71581
C 4.35327 0.42736 5.04675
C 3.53739 1.46139 5.48147
C 2.68839 2.10186 4.58314
C 1.80721 3.19469 5.06338
O 1.78550 3.49961 6.24070
C 0.95921 3.91113 4.07988
C 0.15328 4.96241 4.50884
C -0.61978 5.66066 3.59283
C -0.59131 5.31288 2.24498
C 0.19910 4.25780 1.81482
C 0.97367 3.54963 2.73131
H 3.45409 0.34542 1.78017
H 4.94738 -0.79256 3.37996
H 5.01799 -0.06480 5.74571
H 3.56420 1.77195 6.51774
H 0.13256 5.23788 5.55511
H -1.24314 6.48036 3.92804
H -1.18832 5.86413 1.52904
H 0.21457 3.98987 0.76675
C 2.67276 1.64610 -2.81275
C 2.01054 2.95425 -3.37117
C 0.48134 2.86680 -3.52998
F 0.11437 1.72899 -4.25086
P -0.45011 2.82395 -1.88650
S -1.21729 4.81608 -1.52887
B -1.95841 1.63393 -2.00312
O -1.61614 0.24826 -1.93721
N -3.35253 2.05976 -2.10300
C -4.28941 0.93900 -1.81774
C -3.69704 2.57978 -3.45140
H 3.61646 1.50596 -3.38016
H 2.98774 1.74850 -1.75664
H 2.04726 0.74962 -2.95217
H 2.35321 3.79815 -2.74855
H 2.43744 3.12054 -4.38302
H 0.12452 3.74410 -4.11178
H -0.15206 5.58331 -1.95147
H -1.06791 0.20005 -1.14567
H -5.29100 1.32087 -1.54238
H -3.94569 0.33005 -0.96033
H -4.37640 0.29984 -2.71843
H -3.53934 3.67867 -3.47752
H -4.79237 2.44923 -3.57237
H -3.18826 2.06680 -4.28808
*
```

E_tot: -2570.8122 Eh
E_LUMO: -0.0335 Ha
M: 613.46 g mol⁻¹